C12H26CdN8O3 | ωB97M-V/def2-TZVPD

- E_HOMO: 0.820 eV
- Maximum force: 0.0173 hartree/bohr
- Charge: -2

Each line ends with the natural charge from an NBO analysis.
Geometry (Å):
C 2.175 0.497 1.055  0.591
H 4.690 0.961 1.266  0.214
H -1.432 -1.808 -4.467  0.158
H -0.157 -3.657 -2.351  0.191
C 2.246 0.175 3.435  -0.421
N 1.022 0.974 1.063  -0.720
N 2.820 0.112 -0.133  -0.659
C -1.637 -0.193 2.743  -0.282
H 4.922 0.348 2.911  0.182
C -2.934 -1.625 -2.198  -0.646
H 2.042 1.189 3.805  0.183
O -2.821 4.445 -0.887  -0.767
C -1.405 -1.892 -2.225  0.095
H 0.654 1.228 1.975  0.380
N 2.875 -0.686 -2.279  -0.854
H 3.308 -0.760 -0.027  0.400
N 2.968 0.173 2.173  -0.469
H -1.036 -0.277 -3.628  0.200
H 1.302 1.162 -2.743  0.350
N -1.946 1.617 1.167  -0.784
H 4.106 1.901 2.650  0.171
H -2.157 -0.308 3.695  0.177
O -2.093 2.402 -1.487  -0.852
H 1.300 -0.350 3.326  0.233
H -3.347 -2.057 -1.280  0.196
N 1.535 1.214 -1.758  -0.717
H -1.558 -1.266 0.944  0.413
H 2.412 -0.672 -3.175  0.381
C 4.237 0.885 2.252  -0.405
N -0.684 -1.378 -1.105  -1.449
H -0.587 -0.424 2.955  0.160
H -3.116 -0.545 -2.180  0.210
H -3.017 -0.827 1.417  0.348
N -2.141 -1.175 1.783  -0.889
C -1.226 -3.431 -2.268  -0.632
O -1.592 2.092 3.410  -0.797
C -0.902 -1.365 -3.602  -0.650
C -2.375 3.311 -0.631  0.769
C -2.102 3.025 0.855  -0.352
H -2.899 3.484 1.438  0.192
H 3.874 -0.576 -2.394  0.353
H -1.197 3.598 1.105  0.181
H 2.847 -0.346 4.182  0.187
C -1.740 1.310 2.432  0.581
H -1.766 -3.907 -3.106  0.154
H -3.465 -2.058 -3.065  0.155
C 2.333 0.304 -1.436  0.603
H -1.589 -3.846 -1.322  0.200
Cd -0.916 0.614 -0.604  1.563
H 0.169 -1.590 -3.684  0.175